[1]
Formula: C15H46IInN7O2P2S
Source: the OMol25 dataset
Level of theory: ωB97M-V with the def2-TZVPD basis set

HOMO-LUMO gap in Ha: 0.2176

```
! wB97M-V def2-TZVPD RIJCOSX def2/J DEFGRID3
* xyz -1 1
P 1.459 0.832 -4.596
O 0.105 -2.087 3.638
H -0.729 2.563 -6.094
H -7.042 1.590 4.576
H -5.340 2.860 5.514
H 2.330 0.015 3.454
N 1.823 1.545 -3.097
C -5.571 0.297 3.718
C 3.142 1.336 -2.526
C 0.296 2.601 -6.451
H 1.889 -1.640 -0.403
N 1.585 -3.193 0.992
H -5.686 -0.036 2.692
H 3.349 -0.503 2.076
H -5.642 3.744 4.053
N 1.296 -0.924 1.850
H 2.713 3.775 -4.686
H 2.330 0.895 1.916
H 0.169 -0.585 -6.554
O 1.800 -0.616 -4.285
H 3.702 0.587 -3.086
P 0.993 -2.505 2.488
C 0.966 2.349 -2.251
H -0.442 -1.539 -5.195
In -3.133 2.670 3.729
C -5.256 2.786 4.425
H -2.736 0.507 5.263
H -3.837 1.017 1.076
C -0.524 -0.574 -5.708
H 0.304 2.996 -2.830
H 3.726 2.266 -2.550
H -0.839 -0.142 -2.900
H 3.994 -2.612 2.209
H 3.966 -1.958 3.865
H -1.351 0.758 4.395
H 0.360 1.724 -1.589
N -0.241 0.549 -4.822
H 1.556 3.017 -1.618
H -2.155 0.231 -4.026
C 2.374 -0.101 2.362
C 1.435 -4.667 0.906
H -1.533 -0.480 -6.121
C 0.085 -0.116 1.682
N -2.101 1.210 4.904
H 4.335 -3.657 3.563
H -0.246 0.344 2.617
H -2.298 4.238 3.976
N 2.308 -3.152 3.359
C 1.292 -2.541 -0.294
H -6.603 2.021 2.911
H -0.735 -0.729 1.303
S -3.151 2.161 1.274
H 3.348 2.478 -5.700
H 0.236 -2.285 -0.403
I -6.687 -1.189 4.883
C 2.500 3.149 -5.556
H 1.287 -5.015 -0.114
N 1.231 2.408 -5.332
C 2.045 -4.149 4.380
H 0.596 -5.031 1.501
C -1.162 0.541 -3.697
H 2.412 -5.135 4.062
H 2.455 3.808 -6.420
H 0.415 3.595 -6.887
H 0.977 -4.246 4.572
C 3.706 -2.821 3.241
H -1.294 1.542 -3.287
H 3.081 0.988 -1.490
H 2.344 -5.148 1.279
H -4.558 0.216 4.094
H 2.523 -3.888 5.330
H 0.425 1.861 -7.245
C -6.210 1.698 3.876
H 0.256 0.673 0.946
H 1.580 -3.174 -1.135
*
```


[2]
Formula: C15H46N14O29S
Source: the OMol25 dataset
Level of theory: ωB97M-V with the def2-TZVPD basis set

HOMO-LUMO gap in Ha: 0.3183

```
! wB97M-V def2-TZVPD RIJCOSX def2/J DEFGRID3
* xyz 0 1
H -10.447 -2.408 -7.130
C -5.007 -3.813 -1.063
H 4.538 2.006 2.000
H 6.609 -4.592 5.094
C -8.219 0.961 -1.855
H -7.830 6.216 -0.837
H -6.473 6.027 0.306
O -12.007 -1.261 -5.421
O 4.271 1.233 -2.013
O 9.615 1.370 6.368
O -6.599 1.628 -3.359
O 6.847 -1.676 6.332
N 7.174 -2.811 6.046
H -6.055 -3.553 -1.199
C -9.465 -2.144 0.466
H 5.297 6.551 -2.170
C 8.020 0.190 3.866
H -4.601 -4.232 -1.979
N 3.770 0.108 1.460
O 1.766 1.669 0.530
C 8.740 1.256 8.498
H 2.997 3.295 0.918
O 7.316 1.059 1.831
O -7.923 3.397 0.202
O 6.576 -0.876 2.419
H -7.912 1.716 -1.137
N 8.599 1.448 7.029
H 5.036 1.443 0.433
H -4.857 -4.472 -0.217
H -10.291 -1.860 -0.179
N -8.581 -3.047 -0.321
N -0.480 -1.337 -2.266
O 4.908 5.395 -0.103
O 5.430 3.561 -1.105
C 4.183 1.478 1.112
N -7.975 4.587 0.458
O -4.377 -1.688 -1.666
H 5.284 -3.679 5.890
H 8.816 -0.589 0.388
H 8.561 1.126 3.897
C 3.062 2.309 0.457
O -5.219 -3.047 -4.324
C 9.860 -0.753 0.148
H -0.920 0.434 -1.282
H -9.652 -2.326 -5.532
H 4.591 -0.473 1.325
N 7.243 0.126 2.605
N -7.790 1.432 -3.198
N 5.258 4.762 -1.076
C -10.436 -2.798 -6.117
N -6.207 -2.471 -4.717
H -6.578 -0.427 -4.758
H 5.981 -3.077 4.360
H -0.199 0.030 1.917
H 7.319 0.119 4.690
H -8.876 -1.273 0.737
C 5.491 5.500 -2.347
C -1.407 -0.525 -1.438
O -0.061 -2.378 -1.799
H -2.336 -0.405 -1.982
O -8.637 1.582 -4.053
O -7.346 -2.881 -4.591
H -7.710 0.019 -1.667
H 9.422 2.019 8.859
N 4.267 0.019 -2.049
H 2.218 0.062 -1.588
H 2.740 -1.278 -2.657
O -12.442 -3.345 -5.089
C -7.150 5.511 -0.368
O 7.491 1.661 6.587
H 3.137 -1.324 -0.917
H 6.522 5.326 -2.637
N 10.484 -1.557 1.237
C -6.031 -1.144 -5.362
O 0.612 3.075 2.206
O -0.204 0.888 1.473
H 3.085 -0.233 0.794
H -6.449 -1.201 -6.363
H 8.696 -0.658 3.855
H 9.973 -1.319 -0.771
H 3.278 2.443 -0.599
H -9.295 0.835 -1.871
O 5.233 -0.676 -2.283
H -4.974 -0.910 -5.382
H 4.814 5.086 -3.088
H 7.759 1.349 8.947
S 1.084 1.732 2.008
C 6.182 -3.615 5.283
O -8.104 -2.597 -1.347
N -4.293 -2.537 -0.800
N -11.739 -2.442 -5.491
C 2.981 -0.684 -1.781
O -3.699 -2.403 0.251
O -8.386 -4.166 0.099
O -0.171 -0.893 -3.353
H -10.335 -3.877 -6.106
H -6.611 4.925 -1.103
H 9.157 0.265 8.651
O 8.239 -3.319 6.319
O -8.645 5.079 1.335
H -1.568 -1.039 -0.499
O 9.784 -1.890 2.174
H -9.807 -2.682 1.341
H 10.406 0.184 0.088
O 11.657 -1.833 1.113
*
```